one) The molecule C4H9NO, computed with ωB97M-V/def2-TZVPD.

Element x y z (Å)
C (-1.2718, -0.1211, 1.4065)
N (-0.9658, -0.5202, 0.0482)
C (0.1578, 0.1766, -0.6073)
C (1.3841, 0.3798, 0.2953)
C (0.5353, -0.5043, -1.9160)
O (1.5626, -1.0847, -2.0944)
H (-1.6377, 0.9144, 1.5254)
H (-2.1045, -0.7410, 1.7470)
H (-0.4508, -0.2722, 2.0949)
H (-1.7727, -0.3444, -0.5394)
H (-0.1789, 1.2074, -0.8456)
H (2.2819, 0.5157, -0.2957)
H (1.1957, 1.2411, 0.9294)
H (1.4794, -0.4661, 0.9734)
H (-0.2146, -0.3810, -2.7216)

Its multiplicity is 1. As for the LUMO energy: 0.936 eV. The SMILES is CN[C@@H](C)C=O. Its orbital gap is 10.026 eV. Its HOMO energy is -0.3340 Ha.

Mulliken population analysis, charges in e, atoms 1 to 6: atom 1 (C): -0.886, atom 2 (N): -0.464, atom 3 (C): 0.632, atom 4 (C): -1.471, atom 5 (C): -0.178, atom 6 (O): -0.450

two) A cluster of 2 separate species, C4H9NO in total, computed with ωB97M-V/def2-TZVPD.

Element x y z (Å)
C (0.7483, 0.0466, -0.0318)
C (2.2318, -0.0700, -0.1551)
C (0.2292, 1.3814, 0.3791)
C (-2.7673, -0.7550, 0.0005)
N (0.0242, -0.9579, -0.3491)
O (0.1947, -2.1586, -0.7101)
H (2.4712, 0.7512, -0.6960)
H (2.3194, -1.0763, -0.7451)
H (2.5817, -0.1111, 0.8530)
H (-0.8006, 1.5570, 0.1779)
H (0.2833, 1.4712, 1.5150)
H (0.7660, 2.0382, -0.2024)
H (-3.4630, -1.2566, -0.5494)
H (-2.1094, -1.2199, 0.6349)
H (-2.7093, 0.3598, -0.1214)

Its multiplicity is 1. As for the LUMO energy (alpha / beta): 0.438 / -0.321 eV. Its orbital gap (alpha / beta) is 9.743 / 8.222 eV. Its HOMO energy (alpha / beta) is -0.3420 / -0.3140 Ha.

Mulliken population analysis, charges in e, atoms 1 to 6: atom 1 (C): 0.734, atom 2 (C): -1.046, atom 3 (C): -1.197, atom 4 (C): -0.877, atom 5 (N): 0.109, atom 6 (O): -0.483

three) A structure of composition C4H9NO, computed with ωB97M-V/def2-TZVPD.

Element x y z (Å)
C (1.6034, -0.4688, 0.0991)
C (0.6281, 0.5848, -0.4040)
C (-1.0300, 0.4325, 0.9874)
N (-1.8246, -0.4976, 0.4523)
C (-1.0586, -0.0706, -0.9724)
O (-1.6289, 0.6916, -1.7219)
H (2.6281, -0.2421, -0.2150)
H (1.6112, -0.5438, 1.1926)
H (1.3640, -1.4666, -0.2959)
H (0.8275, 0.8251, -1.4556)
H (0.7428, 1.5409, 0.1147)
H (-1.3358, 1.4615, 0.8178)
H (-0.3816, 0.2415, 1.8458)
H (-1.5373, -1.4370, 0.7299)
H (-0.6083, -1.0514, -1.1747)

Its multiplicity is 1. As for the LUMO energy: 0.451 eV. Its orbital gap is 9.096 eV. Its HOMO energy is -0.3177 Ha.

Mulliken population analysis, charges in e, atoms 1 to 6: atom 1 (C): -0.972, atom 2 (C): -0.586, atom 3 (C): -0.558, atom 4 (N): -0.449, atom 5 (C): 0.211, atom 6 (O): -0.617

The structure with the most favorable energy is one); the runner-up is 75.2 kcal/mol above it.

one) A cluster of 2 separate species, C4H9NO in total, computed with ωB97M-V/def2-TZVPD.

Element x y z (Å)
C (1.6941, -1.5922, 1.6198)
C (1.3703, -1.8413, 0.3337)
C (0.3084, -0.9804, -0.2442)
C (-0.3984, -1.2467, -1.3554)
N (-1.1642, -0.2226, -1.9718)
H (2.6624, -1.9434, 1.9862)
H (1.0546, -1.2087, 2.4063)
H (1.6303, -2.7696, -0.1294)
H (0.0774, -0.1734, 0.4422)
H (-0.2341, -2.1905, -1.8678)
H (-2.0679, -0.5762, -2.2733)
H (-1.4093, 0.4028, -1.2057)
O (-1.1933, 4.4133, 1.3658)
H (-1.4539, 3.9891, 0.5302)
H (-0.4152, 4.9020, 1.1470)

Its multiplicity is 1. As for the LUMO energy: 0.670 eV. The SMILES is C=C/C=C/N.O. Its orbital gap is 8.502 eV. Its HOMO energy is -0.2879 Ha.

Mulliken population analysis, charges in e, atoms 1 to 6: atom 1 (C): -0.755, atom 2 (C): -0.270, atom 3 (C): -0.269, atom 4 (C): -0.065, atom 5 (N): -0.530, atom 6 (H): 0.250

two) The molecule C4H9NO, computed with ωB97M-V/def2-TZVPD.

Element x y z (Å)
C (-0.0641, 2.0791, 0.1094)
N (0.3397, 0.7689, -0.3539)
C (-0.3075, -0.2919, -0.1278)
C (-1.6981, -0.5620, 0.3698)
O (0.3236, -1.4921, -0.1795)
C (1.7086, -1.4558, -0.4785)
H (-0.9879, 2.5071, -0.3050)
H (-0.1670, 2.0558, 1.2020)
H (0.7525, 2.7733, -0.1165)
H (-2.3674, 0.2996, 0.3414)
H (-2.1497, -1.4011, -0.1702)
H (-1.5358, -0.9151, 1.3886)
H (1.8228, -1.3313, -1.5566)
H (2.1236, -2.4109, -0.1507)
H (2.2066, -0.6237, 0.0275)

Its multiplicity is 1. As for the LUMO energy: 1.040 eV. The SMILES is C/N=C(\C)OC. Its orbital gap is 10.273 eV. Its HOMO energy is -0.3393 Ha.

Mulliken population analysis, charges in e, atoms 1 to 6: atom 1 (C): -0.883, atom 2 (N): -0.530, atom 3 (C): 0.861, atom 4 (C): -1.065, atom 5 (O): -0.362, atom 6 (C): -0.658

three) The molecule C4H9NO, computed with ωB97M-V/def2-TZVPD.

Element x y z (Å)
C (-0.5285, 2.0656, 0.4005)
C (-0.7933, 0.5853, 0.1568)
C (0.3822, -0.2755, 0.5533)
O (1.3496, 0.0761, 1.1780)
N (0.3041, -1.6686, 0.1036)
C (0.9223, -1.8628, -1.3185)
H (0.2501, 2.4352, -0.2723)
H (-1.4382, 2.6497, 0.2340)
H (-0.1891, 2.2325, 1.4264)
H (-1.6522, 0.2446, 0.7567)
H (-1.0459, 0.3845, -0.8901)
H (-0.6498, -2.0274, 0.0754)
H (0.3220, -1.1887, -1.9506)
H (1.9158, -1.4074, -1.1978)
H (0.8511, -2.2431, 0.7446)

Its multiplicity is 1. As for the LUMO energy: 0.486 eV. Its orbital gap is 7.544 eV. Its HOMO energy is -0.2594 Ha.

Mulliken population analysis, charges in e, atoms 1 to 6: atom 1 (C): -1.208, atom 2 (C): -0.258, atom 3 (C): 0.342, atom 4 (O): -0.532, atom 5 (N): -0.171, atom 6 (C): -0.805

four) The molecule C4H9NO, computed with ωB97M-V/def2-TZVPD.

Element x y z (Å)
C (-0.4501, 1.0318, 1.0890)
N (-0.2816, -0.2951, 0.4980)
C (0.5265, -1.1556, 1.3294)
C (0.1565, -0.2863, -0.8296)
C (-0.6331, -0.1216, -1.9114)
O (0.0221, 0.5003, -2.9258)
H (0.5079, 1.5578, 1.2735)
H (-0.9698, 0.9244, 2.0478)
H (-1.0635, 1.6635, 0.4408)
H (0.0473, -1.2665, 2.3039)
H (0.5952, -2.1406, 0.8605)
H (1.5534, -0.7684, 1.4861)
H (1.1873, -0.6155, -1.0576)
H (-1.6724, -0.4067, -2.0727)
H (0.7429, 0.7953, -2.3052)

Its multiplicity is 1. As for the LUMO energy: 0.989 eV. The SMILES is CN(C)/C=C/O. Its orbital gap is 8.803 eV. Its HOMO energy is -0.2871 Ha.

Mulliken population analysis, charges in e, atoms 1 to 6: atom 1 (C): -0.926, atom 2 (N): -0.043, atom 3 (C): -1.002, atom 4 (C): -0.671, atom 5 (C): -0.035, atom 6 (O): -0.484

The structure with the most favorable energy is two); the runner-up is 31.2 kcal/mol above it.

one) A cluster of 2 separate species, C4H9NO in total, computed with ωB97M-V/def2-TZVPD.

Element x y z (Å)
C (1.1901, 2.7566, -0.2196)
C (0.6842, 1.5779, -0.7972)
N (0.3330, 1.4212, -2.1809)
H (0.9844, 3.5054, -0.9242)
H (1.6791, 2.6130, 0.6642)
H (0.8037, 0.7630, -0.1760)
H (1.1959, 1.4168, -2.7792)
H (-0.0540, 0.4790, -2.2598)
C (-1.7085, -2.0785, 0.3812)
C (-0.9569, -2.1056, 1.4699)
O (0.2923, -1.4313, 1.3865)
H (-2.5905, -2.7352, 0.3983)
H (-1.7227, -1.0879, -0.0152)
H (-1.2358, -2.4254, 2.4613)
H (1.0173, -1.9297, 1.7989)

Its multiplicity is 1. As for the LUMO energy: 0.782 eV. The SMILES is C=CN.C=CO. Its orbital gap is 9.300 eV. Its HOMO energy is -0.3130 Ha.

Mulliken population analysis, charges in e, atoms 1 to 6: atom 1 (C): -0.912, atom 2 (C): 0.033, atom 3 (N): -0.629, atom 4 (H): 0.343, atom 5 (H): 0.325, atom 6 (H): 0.285

two) The molecule C4H9NO, computed with ωB97M-V/def2-TZVPD.

Element x y z (Å)
C (1.5528, -0.6607, 0.4415)
C (0.6345, -0.4973, -0.7464)
N (-0.7345, -1.0027, -0.6311)
C (-0.5144, 0.4408, -0.7275)
C (-0.8973, 1.2275, 0.5287)
O (-1.5154, 0.4194, 1.4974)
H (2.1403, 0.2510, 0.6008)
H (0.9716, -0.8561, 1.3464)
H (2.2539, -1.4875, 0.2880)
H (1.1110, -0.6304, -1.7185)
H (-1.0786, -1.3984, -1.4998)
H (-0.7676, 0.9204, -1.6722)
H (-1.5672, 2.0498, 0.2396)
H (0.0030, 1.6845, 0.9652)
H (-1.5923, -0.4603, 1.0881)

Its multiplicity is 1. As for the LUMO energy: 0.964 eV. The SMILES is C[C@H]1N[C@H]1CO. Its orbital gap is 10.774 eV. Its HOMO energy is -0.3605 Ha.

Mulliken population analysis, charges in e, atoms 1 to 6: atom 1 (C): -1.295, atom 2 (C): 0.327, atom 3 (N): -0.683, atom 4 (C): -0.074, atom 5 (C): -0.658, atom 6 (O): -0.536

The structure with the most favorable energy is two); the runner-up is 58.0 kcal/mol above it.